Entry 1
A 2-piece molecular cluster, C2H8N2 overall, computed with ωB97M-V/def2-TZVPD.

Geometry as XYZ:
```
12
C2H8N2 | OMol25 | ωB97M-V/def2-TZVPD
N -0.795 0.360 -0.227
N 2.880 0.472 -0.006
C -2.165 0.636 0.072
C -0.339 -0.789 -0.032
H 2.706 0.051 -0.908
H -2.681 -0.198 0.563
H 0.690 -0.992 -0.282
H -2.673 0.874 -0.865
H -2.212 1.523 0.705
H 3.202 -0.243 0.636
H -0.917 -1.623 0.386
H 1.998 0.840 0.332
```

Gap between HOMO and LUMO = 0.3983 Ha

These are the Mulliken partial charges, in e, on atoms 1 to 2: number 1, N, carries -0.354; number 2, N, carries -0.724

***

Entry 2
The molecule C2H8N2, computed with ωB97M-V/def2-TZVPD.

Geometry as XYZ:
```
12
C2H8N2 | OMol25 | ωB97M-V/def2-TZVPD
N -1.586 -0.051 -0.583
N 1.656 -0.658 -0.015
C -0.460 0.779 -0.139
C 0.479 -0.215 0.710
H 1.486 -0.357 -0.975
H 0.012 -1.115 1.069
H -0.852 1.647 0.565
H -2.338 -0.091 0.125
H -0.057 1.350 -0.920
H 0.678 0.200 1.743
H -1.947 0.328 -1.435
H 2.411 -0.383 0.585
```

Gap between HOMO and LUMO = 0.3599 Ha

These are the Mulliken partial charges, in e, on atoms 1 to 2: number 1, N, carries -0.566; number 2, N, carries -0.537

***

Entry 3
A 2-piece molecular cluster, C2H8N2 overall, computed with ωB97M-V/def2-TZVPD.

Geometry as XYZ:
```
12
C2H8N2 | OMol25 | ωB97M-V/def2-TZVPD
N 1.477 0.154 1.097
N -3.863 -1.221 -3.504
C 1.041 1.523 1.244
C 2.339 -0.278 1.904
H 0.232 1.712 0.438
H -3.972 -1.635 -2.584
H 1.878 2.226 1.291
H -2.988 -1.445 -3.986
H 2.887 -1.163 1.601
H 2.503 0.209 2.905
H 0.534 1.742 2.188
H -4.660 -1.651 -3.887
```

Gap between HOMO and LUMO = 0.3902 Ha

These are the Mulliken partial charges, in e, on atoms 1 to 2: number 1, N, carries -0.383; number 2, N, carries -0.637

***

Each structure's energy above the most stable one, in eV: entry 1 0.000; entry 2 0.552; entry 3 0.676.